No. 1
A cluster of 3 separate species, C3H12N3S in total, computed with ωB97M-V/def2-TZVPD.

XYZ file:
```
19
Properties=species:S:1:pos:R:3:forces:R:3:lowdin_spin:R:1
C 0.2424 -1.3630 1.1443 0.7252 -1.5634 -0.1651 0.028
C -0.4370 0.9995 0.5105 1.7168 -3.3338 -0.4320 0.205
C -0.0847 0.0247 1.5740 0.2592 0.6641 -2.7801 0.233
N -0.2340 0.7578 -0.8496 -1.2438 1.1260 3.9614 0.294
N 0.2142 0.4355 2.8079 -1.1575 1.9059 -0.6592 0.190
N 1.4674 -0.8637 -1.8243 -1.1713 0.1855 -3.8954 0.000
S -2.8238 1.2349 -2.2773 -0.4480 -0.5562 -0.1895 0.938
H 0.3945 -2.1775 1.9125 -0.1107 1.3786 -0.4144 0.000
H 1.1442 -1.3287 0.5079 0.0327 0.0759 0.6638 0.013
H -0.4516 -1.8007 0.4230 -0.5307 0.4473 0.2275 0.005
H -0.8491 1.8997 0.8936 -0.4342 0.9513 -0.3480 0.010
H -0.8591 1.3630 -1.3856 0.6380 -0.1614 -0.3152 0.012
H 0.3979 -0.0539 -1.2954 -0.6243 0.4225 0.8586 0.006
H -0.1885 1.3001 3.1271 0.1852 0.8113 -0.4971 0.004
H 0.2211 -0.1106 3.6060 0.3678 -2.3024 1.2469 0.008
H 1.5106 -1.8922 -1.7735 0.8208 0.9441 0.1614 0.000
H 2.2572 -0.2641 -1.6481 0.8799 -0.8155 0.5037 0.000
H 1.2711 -0.6220 -2.8735 0.3856 -0.8955 2.2779 0.000
H -3.1927 2.4611 -2.5794 -0.2907 0.7159 -0.2052 0.053
```
Positions in Å, forces in eV/Å.

Its spin multiplicity is 3. The electronic energy is -683.61390 Ha. Its total charge is +1. The calculation puts the HOMO-LUMO gap (alpha / beta) at 9.000 / 7.197 eV. The value obtained for the LUMO energy (alpha / beta) is -2.57 / -5.83 eV. As for the strongest force on any atom: 4.3 eV Å⁻¹. The relative energy (zero: lowest compared OMol25 entry of this formula, charge and spin) comes out at 0.000 eV.

No. 2
A structure of composition C16H19F6IrN7O2PSb, computed with ωB97M-V/def2-TZVPD.

XYZ file:
```
53
Properties=species:S:1:pos:R:3:forces:R:3:lowdin_charge:R:1
Ir -0.4020 0.3294 -1.1130 0.2891 0.2857 -0.3973 1.804
C -0.7201 -4.3772 1.6848 -0.0100 -0.0053 0.0226 0.041
N -1.0613 -3.3195 0.7159 0.0277 0.0099 -0.0525 -0.073
C -2.0978 -3.3829 -0.1767 -0.0082 -0.0117 -0.0136 0.029
C -2.0671 -2.2390 -0.9116 0.0092 -0.0002 0.0134 -0.049
N -1.0168 -1.4805 -0.4503 -0.0993 0.0009 0.0832 -0.130
C -0.4135 -2.1633 0.5345 0.0196 -0.0116 -0.0423 -0.414
P 1.1194 -1.6075 1.3648 -0.0649 -0.0564 -0.0013 1.253
C 1.9821 -1.1953 -0.1993 0.0110 0.0968 0.0730 -0.410
N 1.4219 -0.4854 -1.2098 -0.0778 -0.0895 0.0731 -0.138
C 2.3572 -0.3762 -2.2217 -0.0376 -0.0107 -0.0506 -0.049
C 3.4773 -1.0123 -1.8060 0.0136 -0.0182 0.0150 0.045
N 3.2237 -1.5125 -0.5417 -0.0239 -0.0296 -0.0630 -0.062
C 4.2003 -2.2732 0.2577 0.0110 0.0145 0.0223 0.044
C 0.4707 0.0706 1.6626 0.1794 0.0853 0.0189 -0.406
N -0.1062 0.8597 0.7394 -0.1749 -0.1322 0.1182 -0.110
C -0.4067 2.0742 1.2976 0.0535 0.0518 0.0392 -0.064
C 0.0018 2.0110 2.5930 -0.0293 0.0639 -0.0449 0.041
N 0.5449 0.7727 2.7981 -0.0004 -0.0796 -0.0690 -0.064
C 1.1350 0.3177 4.0703 0.0059 -0.0003 0.0207 0.043
H -1.4591 -5.1671 1.5931 0.0042 -0.0020 0.0020 0.114
H -0.7520 -3.9756 2.6944 0.0078 -0.0035 0.0000 0.108
H 0.2638 -4.7813 1.4591 -0.0015 -0.0029 0.0056 0.108
H -2.7665 -4.2267 -0.2188 -0.0045 0.0007 -0.0068 0.158
H -2.7091 -1.9309 -1.7195 -0.0083 -0.0042 0.0003 0.132
H 2.1711 0.1710 -3.1303 0.0108 -0.0082 -0.0106 0.135
H 4.4334 -1.1442 -2.2846 -0.0027 0.0127 -0.0160 0.161
H 5.1120 -2.3648 -0.3240 0.0009 -0.0052 0.0029 0.115
H 3.8085 -3.2651 0.4700 0.0060 0.0008 0.0042 0.109
H 4.4168 -1.7372 1.1789 0.0019 -0.0043 0.0013 0.111
H -0.8143 2.8987 0.7414 -0.0352 0.0404 -0.0133 0.124
H -0.0385 2.7555 3.3707 -0.0096 0.0081 -0.0025 0.163
H 1.0153 1.1157 4.7967 0.0012 -0.0030 0.0030 0.115
H 2.1946 0.1166 3.9331 -0.0009 -0.0018 0.0026 0.109
H 0.6129 -0.5678 4.4234 0.0054 -0.0016 0.0021 0.108
F 0.3902 1.9150 -1.9014 -0.0918 -0.0326 0.1129 -0.443
Sb 2.0395 3.5732 -1.4072 0.0237 0.0481 -0.0169 1.538
F 0.5273 4.2129 -0.5045 -0.0032 -0.0507 0.0629 -0.324
F 2.2116 2.3240 0.0102 -0.0196 -0.0149 -0.0205 -0.340
F 3.3045 4.7749 -0.8546 -0.0059 -0.0051 -0.0119 -0.264
F 3.0533 2.3677 -2.4066 0.0073 0.0100 0.0100 -0.310
F 1.3645 4.2899 -2.9678 -0.0024 -0.0367 0.0082 -0.283
O -3.0587 0.5468 0.8808 -0.0718 -0.0362 0.0168 0.190
C -3.2449 1.0104 -0.1957 0.1806 -0.0458 -0.1351 -0.374
C -4.3969 1.7381 -0.8236 -0.0403 -0.0228 0.0833 -0.029
C -4.0057 2.0795 -2.2697 -0.0908 -0.0385 -0.1450 -0.026
C -2.6601 1.4776 -2.5150 0.1230 -0.1341 0.4544 -0.365
O -1.9390 1.3612 -3.4492 0.0628 -0.1357 -0.1726 0.200
N -2.1601 0.9125 -1.2151 -0.1784 0.2108 0.0375 -0.012
H -4.6327 2.6098 -0.2097 0.0143 0.0213 -0.0335 0.158
H -5.2725 1.0864 -0.7664 -0.0003 0.0106 0.0146 0.158
H -3.9527 3.1515 -2.4736 0.0141 0.0027 0.0264 0.162
H -4.6993 1.6610 -3.0030 0.0092 0.0601 -0.0313 0.160
```
Positions in Å, forces in eV/Å.

The electronic energy is -2439.05761 Ha. Its total charge is +3. The calculation puts the HOMO-LUMO gap (alpha / beta) at 4.660 / 4.675 eV. The value obtained for the LUMO energy (alpha / beta) is -14.18 / -14.18 eV. As for the strongest force on any atom: 0.6 eV Å⁻¹. The relative energy (zero: lowest compared OMol25 entry of this formula, charge and spin) comes out at 0.297 eV.

No. 3
A structure of composition C28H68AlF2NO23P4S2, computed with ωB97M-V/def2-TZVPD.

XYZ file:
```
129
Properties=species:S:1:pos:R:3:forces:R:3:lowdin_spin:R:1
Al -1.0982 5.6873 -22.1387 0.1572 -0.7527 0.8321 0.000
N -2.5625 4.3717 -20.0911 -0.1454 -1.6147 4.1403 0.000
S -4.1242 4.4546 -19.9824 -7.7278 0.9827 -4.3823 0.000
O -4.7799 5.6115 -19.3800 1.5806 -1.6327 -0.5575 0.000
O -4.9073 3.1748 -19.9003 2.3942 2.8527 0.1390 0.000
F -4.2411 4.8049 -21.5596 -0.1721 0.0597 -0.1094 0.000
S -2.6270 3.7198 -18.5101 4.4360 -3.9858 5.5424 0.000
O -2.8286 2.2446 -18.3181 -0.8154 3.3061 -1.4958 0.000
O -3.0375 4.5917 -17.4044 -0.3964 -0.9461 -2.6722 0.000
F -1.0795 3.6396 -18.1695 1.0617 0.9420 -1.0602 0.000
C -4.4477 9.5816 -18.0485 -0.3835 -0.5536 -1.1879 0.000
C -3.3041 8.6912 -18.5776 -2.7867 -0.3906 0.0178 0.000
O -2.1574 9.1568 -17.9812 3.6877 -1.0880 0.2708 0.000
P -0.8096 8.2551 -18.2295 -1.2118 -0.3432 -0.5681 0.000
O -0.8921 7.2494 -19.3870 0.2699 1.9690 2.4767 0.000
O 0.2786 9.3977 -18.4108 -0.4444 -1.2031 0.5878 0.000
C 0.5175 10.0220 -19.6553 0.2807 1.0219 -0.4496 0.000
C 1.5055 11.1255 -19.3762 1.7820 0.2661 -0.5448 0.000
O -0.5421 7.7303 -16.7253 -0.9221 1.7251 -1.5484 0.000
C 0.4153 6.7450 -16.4563 0.6900 -1.5920 0.2991 0.000
C -0.2814 5.5819 -15.7038 -0.2466 0.7513 -1.9894 0.000
H -4.3517 10.6326 -18.3210 0.2307 -0.0303 0.0605 0.000
H -5.3584 9.2140 -18.5215 -0.1872 0.0879 -0.1041 0.000
H -4.6377 9.4926 -16.9789 0.5337 -0.0887 0.0208 0.000
H -3.5628 7.6593 -18.3403 0.2625 -0.2094 0.5842 0.000
H -3.1700 8.6032 -19.6557 -0.3419 0.7866 -0.2764 0.000
H 0.9296 9.3349 -20.3944 0.0500 -0.3377 0.2978 0.000
H -0.3753 10.4464 -20.1145 -0.3970 -0.1538 0.3027 0.000
H 1.1872 12.1546 -19.2095 -0.5915 -0.3221 0.0498 0.000
H 2.2052 10.8705 -18.5802 -0.4295 -0.2278 0.4172 0.000
H 2.2179 11.1552 -20.2006 -0.1787 0.3107 -0.4501 0.000
H 0.8572 6.4875 -17.4188 -0.0046 -0.7506 0.0462 0.000
H 1.2558 7.0930 -15.8559 -0.2091 0.6860 0.0824 0.000
H -1.2662 5.5178 -16.1667 -0.3033 0.1669 0.3626 0.000
H 0.1280 4.6416 -16.0731 0.5401 -0.1775 0.9998 0.000
H -0.3829 5.8056 -14.6419 0.3044 -0.5390 -0.0823 0.000
C 3.6991 3.4835 -17.1854 -0.8017 0.3107 -0.5740 0.000
C 2.7896 4.0089 -18.3153 -1.9766 -0.3044 1.3294 0.000
O 3.4497 3.9706 -19.5268 1.8041 0.9362 -2.5615 0.000
P 2.6217 3.6362 -20.8486 3.2780 -2.1279 0.1416 0.000
O 1.3634 4.3087 -21.0265 -1.5915 0.9954 -0.6100 0.000
O 3.7850 3.7332 -21.9990 -1.1548 1.3819 1.1456 0.000
C 3.4669 3.8501 -23.3949 -0.8682 -2.9738 -1.2839 0.000
C 4.4094 2.8391 -24.1212 0.0880 2.1653 0.7256 0.000
O 2.4980 2.0543 -20.6411 -1.8746 2.6027 -1.4211 0.000
C 3.6245 1.2669 -20.4469 -0.7532 -1.8647 1.5666 0.000
C 3.2934 -0.0135 -21.1457 0.4455 -1.2243 -1.4538 0.000
H 3.3007 3.6289 -16.1813 -0.2477 0.3742 -0.1464 0.000
H 3.7825 2.4007 -17.2786 0.4796 0.0779 -0.2346 0.000
H 4.6491 4.0127 -17.2608 0.1226 -0.3381 0.0586 0.000
H 1.8788 3.4389 -18.4987 -0.1722 -0.7746 0.9029 0.000
H 2.3204 4.9850 -18.1922 0.7374 0.4751 0.4916 0.000
H 2.4904 3.4148 -23.6066 -0.5600 0.3013 0.5622 0.000
H 3.4544 4.8073 -23.9162 0.5195 0.4663 0.9726 0.000
H 5.3263 3.4284 -24.1237 0.6277 -0.8029 -0.2909 0.000
H 4.5034 1.9381 -23.5150 -0.0168 -0.0021 -0.3371 0.000
H 4.0798 2.6857 -25.1488 0.0290 -0.2163 0.1329 0.000
H 4.5878 1.7551 -20.5947 -0.1603 -0.1420 -0.2850 0.000
H 3.4592 0.9672 -19.4121 1.1493 0.2405 0.5693 0.000
H 3.2488 0.0506 -22.2329 0.4280 0.3507 -0.2464 0.000
H 3.9857 -0.8211 -20.9078 0.1375 0.0594 0.0899 0.000
H 2.2849 -0.3717 -20.9391 0.1028 0.3058 0.6228 0.000
C -0.3115 -0.9689 -19.6930 0.7290 1.0587 0.6595 0.000
C -0.6215 0.4278 -20.2758 -0.9958 -1.9787 1.2684 0.000
O 0.0966 0.6360 -21.4672 -0.9088 0.4134 -3.0649 0.000
P -0.7410 1.1980 -22.7677 -0.9172 1.1968 -0.3168 0.000
O -1.0517 2.6742 -22.6716 0.1569 -2.3466 -0.0914 0.000
O 0.1179 0.9330 -24.1138 -1.3478 0.2808 1.9918 0.000
C 0.8651 -0.2336 -24.4330 1.2794 -0.3519 -0.0719 0.000
C 0.2217 -1.2131 -25.3924 0.2789 -0.2154 0.9357 0.000
O -2.0759 0.1965 -22.9782 2.9906 0.8932 0.1341 0.000
C -3.3733 0.6511 -22.6211 -0.3404 0.4177 0.7083 0.000
C -4.3225 -0.5227 -22.7232 0.7320 -0.1556 -0.5745 0.000
H -0.6826 -1.7849 -20.3130 0.1056 0.1515 -0.0863 0.000
H 0.7466 -1.0858 -19.4591 0.0772 -0.2090 -0.2228 0.000
H -0.8122 -0.9776 -18.7248 -0.1941 -0.2583 0.0387 0.000
H -1.6899 0.2514 -20.3999 -0.2613 1.0591 -0.6607 0.000
H -0.4891 1.2421 -19.5635 0.2542 -0.0318 -0.1732 0.000
H 1.7335 0.1982 -24.9304 0.2101 -0.1924 -0.0041 0.000
H 1.2397 -0.7071 -23.5254 -0.2160 -0.0799 0.1329 0.000
H 0.8626 -2.0909 -25.4743 0.7146 0.3442 -0.4519 0.000
H -0.6180 -1.7374 -24.9363 -0.8196 0.8060 -0.4199 0.000
H 0.1203 -0.6895 -26.3431 -0.6758 -0.5914 -0.0393 0.000
H -3.3139 0.9977 -21.5894 -0.3460 0.3531 0.0034 0.000
H -3.6442 1.4748 -23.2816 -0.1609 0.0441 0.1446 0.000
H -3.8704 -1.3757 -22.2171 -0.2236 0.0098 0.4129 0.000
H -5.3144 -0.2808 -22.3415 0.0743 -0.0431 -0.0727 0.000
H -4.3527 -0.8343 -23.7673 -0.4308 0.0625 -0.0880 0.000
C -5.4490 -0.2258 -18.2700 -0.2766 -0.2510 -0.2326 0.000
C -6.8035 -0.7971 -18.7980 1.9760 2.9893 1.4943 0.002
O -7.1216 -1.8987 -17.9376 -2.1280 -3.5170 -1.9660 0.040
P -8.0454 -3.0737 -18.5454 -3.3694 3.2273 4.2172 0.015
O -7.5514 -3.7048 -19.8441 -0.1434 -0.2833 -0.1532 0.656
O -8.0567 -4.1457 -17.3692 0.0749 2.0840 -1.5294 0.209
C -6.9515 -5.0098 -17.3012 0.4230 -1.7611 0.4596 0.022
C -7.5934 -6.2852 -17.7425 0.5178 -2.2840 -1.0531 0.019
O -9.6365 -2.5587 -18.4228 4.8598 0.2774 -0.4437 0.006
C -10.7453 -3.2982 -18.8468 -1.8566 -1.7677 -0.1887 0.003
C -11.1172 -4.4802 -17.9307 -0.4799 -0.2671 0.6541 0.002
H -5.3447 0.3619 -17.3579 -1.2652 0.6253 -0.1845 0.000
H -4.7886 -1.0250 -17.9333 0.2508 -0.4995 -1.0953 0.000
H -5.1076 0.3551 -19.1267 0.7860 0.0723 0.3925 0.000
H -7.5912 -0.0604 -18.6400 -0.0584 -0.0646 -0.4354 0.000
H -6.5874 -0.9737 -19.8517 -0.6493 -0.8748 0.0812 0.001
H -6.0854 -4.7003 -17.8862 -0.1763 0.1617 -0.1352 0.001
H -6.6333 -5.0705 -16.2604 -0.1449 0.0990 0.1579 0.015
H -8.4846 -6.5821 -17.1896 0.2872 0.2048 0.3724 0.001
H -7.9097 -6.3067 -18.7854 -0.1988 0.9904 -0.3088 0.005
H -6.9149 -7.1344 -17.8234 0.3081 -0.0381 0.8676 0.001
H -11.6079 -2.6328 -18.8833 0.3908 0.3595 0.0429 0.000
H -10.6421 -3.6913 -19.8582 0.4564 0.2025 -0.1342 0.002
H -11.4043 -5.3506 -18.5208 0.2328 -0.0203 -0.0203 0.000
H -10.4020 -4.7779 -17.1639 0.5294 0.0649 -0.5448 0.000
H -11.9748 -4.2889 -17.2858 -0.2558 0.4721 -0.3140 0.001
C -2.6774 2.7232 -14.8628 1.3422 -0.4800 -0.7351 0.000
C -3.5530 3.8375 -14.2828 1.8321 -0.7885 1.3634 0.000
O -4.7766 3.8785 -14.9675 -2.0571 2.0740 0.0912 0.000
C -5.7395 4.8851 -14.7608 -1.7588 -0.8423 0.9466 0.000
O -5.9281 5.6022 -13.7693 1.3140 -1.7691 -3.2886 0.000
O -6.6799 4.6831 -15.8131 1.6432 0.3901 1.3091 0.000
C -7.5231 5.7859 -16.2688 0.4770 -0.4612 1.2664 0.000
H -1.6763 3.0291 -15.1667 -0.0668 0.7554 -0.2535 0.000
H -3.0234 2.1800 -15.7421 -0.5902 0.3440 0.0666 0.000
H -2.3780 1.9662 -14.1380 -0.6842 -0.1054 0.3901 0.000
H -3.0170 4.7743 -14.1306 -0.2870 0.4894 -1.1990 0.000
H -3.5142 3.5257 -13.2390 -1.7205 0.0181 0.4403 0.000
H -8.3283 6.0143 -15.5706 0.2756 0.0185 0.4757 0.000
H -8.0568 5.4315 -17.1506 0.7670 0.1471 -0.2912 0.000
H -6.8540 6.6417 -16.3590 -0.4791 0.1239 -0.5926 0.000
```
Positions in Å, forces in eV/Å.

Its spin multiplicity is 2. The electronic energy is -5496.70228 Ha. Its total charge is +1. The calculation puts the HOMO-LUMO gap (alpha / beta) at 8.778 / 1.748 eV. The value obtained for the LUMO energy (alpha / beta) is -2.52 / -9.55 eV. As for the strongest force on any atom: 8.9 eV Å⁻¹.

The highest total charge belongs to which entry?
C16H19F6IrN7O2PSb